{
  "formula": "C26H54GeN3O4PSV",
  "method": "wB97M-V/def2-TZVPD",
  "largest_force_ev_per_a": 2.993,
  "multiplicity": 3,
  "e_lumo_ev": [-2.94, -2.23],
  "homo_lumo_gap_ev": [7.619, 8.374],
  "e_tot_ev": -142825.414,
  "total_charge": 1,
  "relative_energy_kcal_mol": 43.4,
  "species": ["V", "C", "C", "C", "C", "O", "Ge", "O", "C", "C", "C", "C", "O", "C", "C", "C", "C", "H", "H", "H", "H", "H", "H", "H", "H", "H", "H", "H", "H", "H", "H", "H", "H", "H", "H", "H", "H", "H", "H", "H", "H", "H", "H", "H", "S", "C", "C", "C", "C", "C", "N", "H", "H", "H", "H", "C", "P", "C", "C", "O", "H", "H", "H", "H", "H", "H", "H", "H", "H", "C", "C", "N", "C", "C", "C", "C", "N", "H", "H", "H", "H", "H", "H", "H", "H", "H", "H", "H", "H", "H", "H"],
  "xyz": [[0.1272, -0.9349, 0.3616], [-2.6840, -3.2873, 2.8992], [-1.6170, -3.2618, 1.7770], [-2.2976, -3.6055, 0.4155], [-0.5023, -4.2564, 2.1499], [-1.0295, -1.9533, 1.6780], [-0.5211, -0.9882, 3.3544], [0.8767, -0.3176, 2.1452], [1.7361, 0.7518, 2.6097], [3.1238, 0.6456, 2.0459], [1.1519, 2.1295, 2.2084], [1.8488, 0.7185, 4.1680], [-1.7559, 0.3907, 3.1167], [-2.8156, 0.8943, 2.3688], [-4.1452, 0.5215, 2.9933], [-2.6450, 2.4101, 2.1980], [-2.7429, 0.2697, 0.9636], [-3.1696, -4.2342, 2.9473], [-2.1863, -3.1263, 3.8482], [-3.4149, -2.5057, 2.7781], [-3.1522, -4.3424, 0.5762], [-2.7326, -2.7449, -0.0819], [-1.5404, -4.0745, -0.2467], [-0.9627, -5.2208, 2.3793], [0.2526, -4.4131, 1.3611], [-0.0246, -3.9349, 3.0764], [3.1295, 0.6531, 0.9606], [3.6555, 1.5351, 2.4897], [3.6922, -0.2144, 2.3941], [0.9931, 2.0698, 1.1371], [0.2322, 2.2993, 2.6991], [1.8710, 2.9405, 2.4302], [2.4206, -0.1648, 4.4933], [2.3150, 1.6885, 4.4997], [0.8695, 0.7123, 4.5682], [-4.3138, 0.9715, 3.9740], [-4.9887, 0.8497, 2.3654], [-4.1754, -0.5411, 3.0768], [-2.5089, 2.9218, 3.1820], [-1.7392, 2.6051, 1.6290], [-3.4165, 2.9164, 1.6386], [-2.9018, -0.8240, 1.0048], [-3.4844, 0.7662, 0.3338], [-1.6725, 0.7636, -0.6042], [-0.4876, -1.9535, -1.6745], [0.8396, -2.9377, -1.2269], [1.3649, -4.0546, -1.9264], [2.4440, -4.7072, -1.3840], [3.0387, -4.3303, -0.2063], [2.4646, -3.2149, 0.4489], [1.4160, -2.5395, -0.0950], [0.8708, -4.3895, -2.8186], [2.8707, -5.5657, -1.8735], [3.8576, -4.8582, 0.2470], [2.8403, -2.8444, 1.3537], [-1.6830, 0.6063, -4.0580], [-2.4807, 1.3948, -2.5636], [-4.2053, 0.7916, -2.7555], [-2.5940, 3.1631, -3.0245], [-1.4514, 0.4409, 0.3448], [-2.4346, 0.5407, -4.8672], [-1.3662, -0.4525, -3.8503], [-0.7820, 1.1426, -4.3939], [-4.6406, 1.0720, -3.7364], [-4.8538, 1.1758, -1.9601], [-4.2466, -0.2697, -2.6839], [-2.9829, 3.3354, -4.0472], [-1.6437, 3.6352, -2.8855], [-3.3830, 3.6215, -2.3961], [4.4882, 2.9777, -2.1186], [3.6742, 2.0805, -2.9997], [2.3763, 1.7313, -2.3685], [1.2352, 2.6056, -2.6343], [0.9913, 3.6581, -1.5797], [2.2602, 0.6755, -1.5803], [3.4382, -0.2966, -1.5478], [1.2142, 0.4232, -0.8591], [5.3997, 3.2657, -2.6516], [4.7679, 2.5026, -1.1831], [4.0591, 3.9305, -1.8636], [4.2470, 1.1756, -3.2381], [3.4745, 2.5276, -3.9844], [0.3366, 1.9871, -2.7688], [1.4422, 3.1082, -3.5722], [0.0741, 3.4588, -0.9856], [0.9933, 4.6528, -1.9865], [1.8196, 3.6457, -0.9048], [4.3506, 0.1783, -1.2210], [3.6232, -0.7045, -2.5444], [3.2475, -1.0670, -0.8363], [0.5597, 1.2027, -0.9021]]
}

{
  "formula": "C31H53NPRhSe2Si4",
  "method": "wB97M-V/def2-TZVPD",
  "largest_force_ev_per_a": 3.801,
  "e_lumo_ev": [-7.25, -7.25],
  "homo_lumo_gap_ev": [5.123, 5.124],
  "e_tot_ev": -208985.908,
  "total_charge": 2,
  "relative_energy_kcal_mol": 45.3,
  "species": ["Rh", "N", "C", "C", "C", "C", "C", "C", "P", "C", "C", "C", "C", "C", "C", "C", "C", "C", "C", "C", "C", "H", "H", "H", "H", "H", "H", "H", "H", "H", "H", "H", "H", "H", "H", "H", "H", "C", "Se", "C", "C", "Se", "C", "H", "H", "H", "H", "H", "H", "H", "H", "H", "H", "C", "Si", "C", "C", "Si", "Si", "C", "C", "C", "Si", "C", "C", "C", "H", "H", "H", "H", "H", "H", "H", "H", "H", "H", "H", "H", "H", "H", "H", "H", "H", "H", "H", "H", "H", "H", "H", "H", "H", "H", "H"],
  "xyz": [[-0.1376, 0.6964, -0.7515], [2.0713, 1.3881, -0.5694], [2.7269, 1.1906, 0.7024], [4.0860, 0.9706, 0.7949], [4.6697, 0.8022, 2.0439], [3.8828, 0.8190, 3.1854], [2.5106, 1.0007, 3.0796], [1.9287, 1.2077, 1.8336], [0.1436, 1.2931, 1.5331], [-0.5949, 0.9021, 3.1373], [-0.4791, 1.8116, 4.1918], [-0.9516, 1.4714, 5.4474], [-1.5569, 0.2354, 5.6547], [-1.6856, -0.6628, 4.6061], [-1.2054, -0.3307, 3.3472], [-0.2561, 3.0617, 1.4005], [-1.6133, 3.3873, 1.3316], [-2.0104, 4.7055, 1.1843], [-1.0519, 5.7162, 1.1503], [0.2955, 5.4006, 1.2436], [0.6982, 4.0730, 1.3421], [1.7931, 2.3643, -0.6550], [2.6893, 1.1756, -1.3475], [4.6954, 0.9220, -0.1010], [5.7391, 0.6599, 2.1217], [4.3303, 0.6673, 4.1582], [1.8963, 0.9765, 3.9690], [-0.0200, 2.7803, 4.0323], [-0.8386, 2.1640, 6.2708], [-1.9339, -0.0212, 6.6360], [-2.1508, -1.6257, 4.7729], [-1.3039, -1.0218, 2.5240], [-2.3433, 2.5927, 1.4177], [-3.0617, 4.9570, 1.1150], [-1.3579, 6.7504, 1.0601], [1.0373, 6.1891, 1.2398], [1.7555, 3.8316, 1.3992], [-3.9636, 1.6795, -0.3004], [-2.6545, 0.6897, -1.3382], [-2.6995, 1.8618, -2.9044], [-1.8425, 3.0935, -2.7438], [0.0330, 2.5708, -2.7602], [0.7243, 4.3266, -2.2911], [-4.8951, 1.6489, -0.8593], [-3.6373, 2.7060, -0.1645], [-4.0864, 1.1863, 0.6612], [-3.7440, 2.1252, -3.0648], [-2.3571, 1.2614, -3.7473], [-2.0268, 3.6071, -1.7998], [-2.0041, 3.7978, -3.5593], [0.4004, 5.0188, -3.0643], [1.8116, 4.2887, -2.2803], [0.3353, 4.6356, -1.3250], [1.5826, -4.8258, 0.2057], [1.7243, -2.9748, 0.3245], [1.2448, -2.3360, 2.0184], [3.4243, -2.3563, -0.1758], [0.2199, -1.5686, -1.1779], [0.8533, -2.4308, -3.3807], [0.8978, -4.2829, -3.5265], [-0.3988, -1.6537, -4.5526], [2.5274, -1.6551, -3.7245], [-1.9659, -2.9264, -0.8685], [-1.7328, -4.7211, -0.4296], [-2.6788, -2.0264, 0.6359], [-3.0237, -2.6636, -2.3959], [2.2900, -5.2743, 0.9104], [1.8320, -5.1994, -0.7875], [0.5928, -5.1869, 0.4648], [2.0171, -2.5856, 2.7554], [0.3063, -2.7698, 2.3705], [1.1468, -1.2532, 2.0080], [4.1358, -2.5251, 0.6416], [3.4126, -1.2860, -0.3809], [3.8151, -2.8775, -1.0512], [-0.0477, -4.7554, -3.2540], [1.6868, -4.7274, -2.9196], [1.1056, -4.5336, -4.5709], [-1.2838, -2.2762, -4.6950], [0.0585, -1.5077, -5.5366], [-0.7260, -0.6754, -4.1931], [3.3198, -2.0633, -3.0962], [2.4915, -0.5730, -3.5711], [2.8171, -1.8278, -4.7666], [-1.3306, -4.8232, 0.5773], [-1.0922, -5.2701, -1.1200], [-2.7150, -5.2059, -0.4369], [-2.3722, -2.5212, 1.5606], [-3.7750, -2.0408, 0.6117], [-2.3596, -0.9866, 0.6808], [-2.9133, -3.4779, -3.1156], [-2.7996, -1.7269, -2.8998], [-4.0775, -2.6283, -2.0986]]
}